(1)
A 3-piece molecular cluster, C37H79BNO11P3S overall. Source: OMol25; level of theory: ωB97M-V with the def2-TZVPD basis set.

Calculated values
max |F|: 0.1835 Eh/bohr
net charge: 0
calculated total energy: -103037.00345 eV
HOMO: -7.6 eV
SMILES: CCCCCCCCCCCP(S)(CCCO)(CCCNCc1ccccc1O)B(C)O.CCOP(=O)(OCC)OCC.CCOP(=O)(OCC)OCC
gap between HOMO and LUMO: 6.05 eV
E_LUMO: -1.5 eV

Geometry (Å):
C (-6.9705, -6.2875, -0.6703)
C (-5.4636, -6.7476, -0.8139)
C (-4.6231, -5.8103, -1.7877)
C (-3.2777, -6.4598, -2.2912)
C (-2.0338, -6.2732, -1.3324)
C (-2.3839, -6.1531, 0.2033)
C (-1.0550, -5.9430, 1.0647)
C (-1.3137, -4.6773, 1.9906)
C (-1.1141, -3.3741, 1.1004)
C (-1.8374, -2.1401, 1.8358)
C (-0.8328, -1.1406, 2.5403)
P (-0.5019, 0.4805, 1.6299)
S (-1.1154, 1.5702, 3.4787)
C (0.2285, -0.3739, 0.0753)
C (-0.7576, -0.7392, -1.0907)
C (0.0494, -1.6611, -2.1524)
O (-0.9793, -2.3956, -2.8763)
C (-1.7158, 1.5503, 0.6899)
C (-3.1759, 0.9902, 0.5065)
C (-3.9803, 0.7051, 1.8288)
N (-5.1214, -0.1965, 1.4442)
C (-5.4441, -1.1545, 2.5180)
C (-5.6143, -0.4132, 3.9092)
C (-4.6038, -0.7434, 4.9234)
C (-4.6747, -0.0593, 6.2132)
C (-5.7407, 0.9052, 6.4115)
C (-6.7574, 1.2322, 5.4054)
C (-6.6852, 0.5534, 4.1211)
O (-7.5597, 0.7889, 3.0436)
B (1.2729, 1.2559, 1.9146)
C (2.5788, 0.2914, 1.9602)
O (1.4686, 2.6408, 2.1045)
H (-7.3763, -6.0364, -1.6832)
H (-6.9587, -5.3664, -0.0213)
H (-7.5467, -7.0972, -0.1566)
H (-5.0354, -6.7297, 0.2292)
H (-5.3359, -7.7967, -1.1854)
H (-5.2938, -5.5609, -2.6600)
H (-4.4402, -4.8345, -1.2492)
H (-3.0076, -5.9481, -3.2608)
H (-3.4735, -7.5403, -2.5088)
H (-1.4074, -5.3789, -1.5942)
H (-1.3576, -7.1736, -1.4332)
H (-3.0097, -5.2230, 0.3151)
H (-2.9384, -7.0400, 0.5953)
H (-0.1711, -5.6864, 0.4197)
H (-0.8497, -6.8101, 1.7459)
H (-2.4019, -4.7233, 2.2898)
H (-0.6633, -4.6322, 2.8995)
H (-1.5687, -3.4913, 0.0848)
H (-0.0142, -3.1737, 1.0749)
H (-2.6002, -1.6476, 1.1758)
H (-2.4346, -2.6233, 2.6647)
H (-1.2375, -0.9055, 3.5561)
H (0.1523, -1.6734, 2.6974)
H (-0.0983, 1.4939, 4.3969)
H (1.0150, 0.3140, -0.3648)
H (0.7818, -1.2899, 0.4258)
H (-1.1270, 0.1326, -1.6951)
H (-1.6576, -1.3370, -0.8098)
H (0.6881, -2.4171, -1.6290)
H (0.5814, -1.0400, -2.9107)
H (-1.5192, -2.9023, -2.2487)
H (-1.3582, 1.8789, -0.3279)
H (-1.8164, 2.5125, 1.2711)
H (-3.7538, 1.7872, -0.0534)
H (-3.2567, 0.0727, -0.1324)
H (-4.4223, 1.6105, 2.3156)
H (-3.3359, 0.0925, 2.5055)
H (-5.9326, 0.3555, 1.1704)
H (-6.4090, -1.6889, 2.2752)
H (-4.6668, -1.9649, 2.5779)
H (-3.7996, -1.4915, 4.7091)
H (-3.8937, -0.2831, 6.9701)
H (-5.7929, 1.4557, 7.3817)
H (-7.5563, 1.9880, 5.5552)
H (-8.1048, -0.0134, 2.9658)
H (2.2701, -0.7335, 2.3155)
H (2.9945, 0.1352, 0.9238)
H (3.3542, 0.6642, 2.6773)
H (2.2705, 2.6883, 2.6637)
C (-1.4291, 1.0310, -4.7082)
C (-1.6382, 2.4582, -5.1826)
O (-0.4105, 3.0768, -5.5538)
P (0.3220, 2.5837, -6.9431)
O (-0.5547, 3.3046, -7.9411)
O (1.5814, 3.6569, -6.9525)
C (1.7906, 4.5157, -8.0714)
C (1.1257, 5.8631, -7.8539)
O (1.3201, 1.5718, -6.0212)
C (1.9389, 0.4870, -6.7327)
C (2.8981, 0.9695, -7.8062)
H (-1.0985, 0.3942, -5.5339)
H (-2.3548, 0.6133, -4.3083)
H (-0.6585, 0.9803, -3.9366)
H (-2.3412, 2.4908, -6.0207)
H (-2.0615, 3.0529, -4.3709)
H (1.4468, 4.0421, -8.9926)
H (2.8696, 4.6576, -8.1772)
H (0.0937, 5.7618, -7.5133)
H (1.1317, 6.4459, -8.7777)
H (1.6565, 6.4273, -7.0848)
H (1.1606, -0.1467, -7.1675)
H (2.4815, -0.1090, -5.9973)
H (2.3657, 1.4811, -8.6138)
H (3.4401, 0.1280, -8.2422)
H (3.6182, 1.6774, -7.3932)
C (9.2969, 1.0666, 3.9469)
C (8.1446, 1.5809, 4.7930)
O (7.8882, 2.9607, 4.5580)
P (7.1967, 3.3972, 3.1237)
O (5.7794, 2.9954, 3.4968)
O (7.0324, 5.0105, 3.4503)
C (5.7524, 5.6368, 3.3795)
C (5.0873, 5.6693, 4.7439)
O (8.7613, 3.7571, 2.5779)
C (8.9293, 3.8142, 1.1512)
C (8.1185, 4.9294, 0.5157)
H (9.0313, 1.0635, 2.8855)
H (9.5624, 0.0472, 4.2328)
H (10.1742, 1.7059, 4.0573)
H (7.2369, 0.9966, 4.6109)
H (8.3977, 1.4803, 5.8499)
H (5.1216, 5.1456, 2.6363)
H (5.9084, 6.6603, 3.0287)
H (5.1190, 4.6975, 5.2401)
H (4.0440, 5.9799, 4.6531)
H (5.6027, 6.3736, 5.3995)
H (8.6586, 2.8463, 0.7193)
H (9.9910, 3.9787, 0.9611)
H (7.0444, 4.7367, 0.5987)
H (8.3612, 5.0237, -0.5444)
H (8.3160, 5.8821, 1.0091)

---

(2)
A 2-piece molecular cluster, C4H10NO3 overall. Source: OMol25; level of theory: ωB97M-V with the def2-TZVPD basis set.

Calculated values
max |F|: 0.1060 Eh/bohr
net charge: -1
calculated total energy: -11942.68244 eV
HOMO: -3.8 eV
relative energy (zero: lowest compared OMol25 entry of this formula, charge and spin): 2.714 eV
gap between HOMO and LUMO: 7.46 eV
E_LUMO: 3.7 eV

Geometry (Å):
O (-1.0484, 1.6948, 2.9141)
C (-0.5255, 0.9800, 2.0272)
O (0.4283, 0.2681, 2.3603)
C (-1.0323, 0.9033, 0.4898)
C (-0.0587, 0.1979, -0.3846)
C (-0.9833, -0.2921, -1.7169)
N (-0.1332, -0.6153, -2.8836)
H (-1.0262, 1.8795, 0.1146)
H (-1.9611, 0.3473, 0.6679)
H (0.2468, -0.7667, -0.0051)
H (0.6760, 0.7923, -0.7931)
H (-1.4204, -1.2759, -1.2765)
H (-1.8707, 0.3230, -1.9124)
H (0.6222, -1.1936, -2.5864)
H (0.2501, -0.0724, -3.6722)
H (2.3856, -0.7751, 1.6270)
H (2.6435, -0.8765, 2.8628)
O (2.8071, -1.5186, 2.1672)

---

(3)
C15H25INO3P2S2Sm as an isolated structure. Source: OMol25; level of theory: ωB97M-V with the def2-TZVPD basis set.

Calculated values
max |F|: 0.0979 Eh/bohr
net charge: +2
calculated total energy: -89831.74005 eV
HOMO (spin up / spin down): -15.1 / -15.1 eV
2S+1: 6
gap between HOMO and LUMO (spin up / spin down): 7.10 / 8.08 eV
E_LUMO (spin up / spin down): -8.0 / -7.1 eV

Geometry (Å):
C (-0.2279, 5.3730, -2.6309)
I (-0.8290, 3.2406, -2.0487)
H (-0.7044, 5.5798, -3.5891)
H (0.8514, 5.4288, -2.6759)
H (-0.6169, 6.0417, -1.8656)
Sm (-0.0867, 0.2566, -0.6423)
P (2.1309, 0.7646, -2.3913)
C (3.7622, 1.3803, -1.8843)
C (2.4969, -1.0369, -2.6010)
H (3.1642, -1.1708, -3.4591)
H (2.9892, 1.1748, -4.6574)
H (1.5724, -1.6151, -2.7606)
H (1.1992, 1.0277, -4.6197)
H (4.0459, 0.9486, -0.9186)
H (2.9720, -1.4303, -1.6929)
C (2.0782, 1.4300, -4.0947)
H (4.5058, 1.1097, -2.6437)
H (1.9714, 2.5225, -4.0643)
H (3.7393, 2.4709, -1.7756)
P (-2.1145, 1.5575, 0.9526)
C (-1.6306, 2.4681, 2.4599)
C (-3.4677, 2.6372, 0.3575)
H (-3.0994, -0.6946, 0.9135)
H (-3.9187, 0.3774, 2.1017)
H (-2.3159, -0.3535, 2.4629)
C (-2.9500, 0.0843, 1.6796)
H (-3.9032, 2.1954, -0.5520)
H (-4.2546, 2.7540, 1.1153)
H (-2.5149, 2.6232, 3.0931)
H (-1.1999, 3.4409, 2.1893)
H (-3.0734, 3.6244, 0.0858)
H (-0.8687, 1.9011, 3.0101)
C (1.0552, 2.1885, 0.3645)
O (1.6819, 2.9082, 1.0150)
O (-0.3602, -3.8641, -1.4808)
S (-0.8999, -3.3036, -0.2811)
O (-2.2653, -2.8260, -0.2599)
N (0.0398, -1.9474, 0.0639)
C (0.5152, -1.9007, 1.3283)
S (1.0917, -0.3965, 1.8815)
C (0.3344, -3.1662, 2.0211)
C (0.7542, -3.5413, 3.2971)
C (0.3109, -4.7548, 3.8479)
C (-0.4884, -5.6325, 3.0639)
C (-0.8244, -5.3079, 1.7458)
C (-0.4269, -4.0652, 1.2507)
H (1.4229, -2.8622, 3.8194)
H (0.5720, -5.0448, 4.8642)
H (-0.8404, -6.5839, 3.4951)
H (-1.3750, -6.0113, 1.1098)

---

(4)
C24H48B2CrF8O18 as an isolated structure. Source: OMol25; level of theory: ωB97M-V with the def2-TZVPD basis set.

Calculated values
max |F|: 0.1321 Eh/bohr
net charge: +1
calculated total energy: -114036.27319 eV
HOMO (spin up / spin down): -11.7 / -12.2 eV
2S+1: 6
gap between HOMO and LUMO (spin up / spin down): 8.52 / 2.21 eV
E_LUMO (spin up / spin down): -3.2 / -10.0 eV

Geometry (Å):
Cr (-1.8559, 0.5667, -2.6222)
B (-4.2171, -0.4642, -3.3758)
F (-2.9964, -0.4953, -3.9741)
F (-4.8925, -1.6294, -3.3994)
F (-3.7645, -0.2796, -2.0285)
F (-4.8438, 0.5816, -3.9120)
B (-0.5603, 1.5049, -0.5962)
F (0.0439, 0.9029, 0.4875)
F (-0.6807, 2.8990, -0.5685)
F (0.1901, 1.1484, -1.6984)
F (-1.8970, 0.9953, -0.7513)
C (-0.6905, 2.9476, 3.2691)
C (0.6090, 3.7138, 3.5338)
O (0.4104, 5.1384, 3.3309)
C (-0.0312, 5.9984, 4.2790)
O (-0.3653, 5.6505, 5.3939)
O (0.0492, 7.2010, 3.7522)
C (-0.7784, 8.3102, 4.1821)
H (-0.9473, 2.9310, 2.2099)
H (-1.4904, 3.4891, 3.7742)
H (-0.6704, 1.9140, 3.6145)
H (1.3032, 3.3606, 2.7714)
H (1.1349, 3.5338, 4.4714)
H (-1.0717, 8.8793, 3.2999)
H (-0.1854, 9.0252, 4.7523)
H (-1.6600, 8.0345, 4.7609)
C (4.3894, -1.5449, -4.7166)
C (5.4363, -1.3947, -3.5473)
O (4.7896, -1.0970, -2.2888)
C (4.5083, 0.1804, -1.9416)
O (4.4266, 1.1161, -2.7591)
O (4.1740, 0.1495, -0.7420)
C (3.5630, 1.2581, -0.2275)
H (3.5432, -2.0056, -4.2071)
H (4.6720, -1.8473, -5.7250)
H (4.0078, -0.5314, -4.8402)
H (6.1907, -0.6289, -3.7279)
H (5.9944, -2.3054, -3.3303)
H (3.0041, 1.8097, -0.9835)
H (4.3077, 1.9897, 0.0862)
H (2.9866, 0.9414, 0.6417)
C (2.0119, -0.2374, 3.1614)
C (1.4995, -0.9561, 4.4197)
O (0.5197, -0.3288, 5.2107)
C (0.7738, 0.6247, 6.1040)
O (1.8507, 1.1014, 6.3419)
O (-0.3537, 1.0744, 6.5363)
C (-0.5121, 2.2176, 7.2597)
H (2.3797, 0.7768, 3.3166)
H (1.3054, -0.2142, 2.3317)
H (2.8204, -0.8222, 2.7227)
H (2.2302, -1.3060, 5.1489)
H (1.0945, -1.8635, 3.9715)
H (-0.1647, 1.9697, 8.2627)
H (-1.5547, 2.5351, 7.2412)
H (0.1147, 3.0391, 6.9130)
C (2.5494, -2.8272, -0.1430)
C (1.3518, -1.9603, -0.5255)
O (0.2399, -2.7840, -0.8611)
C (-0.9049, -2.3840, -1.3565)
O (-1.1105, -1.2339, -1.7735)
O (-1.7051, -3.4904, -1.4286)
C (-2.9911, -3.2457, -1.9159)
H (2.3454, -3.4812, 0.7049)
H (3.3330, -2.1391, 0.1742)
H (3.1300, -3.3821, -0.8798)
H (1.5960, -1.1869, -1.2538)
H (0.9370, -1.4682, 0.3542)
H (-2.9221, -2.9450, -2.9613)
H (-3.6288, -2.6857, -1.2319)
H (-3.6019, -4.1483, -1.9347)
C (0.8100, -3.2517, -6.3560)
C (0.2146, -2.2542, -5.3749)
O (0.9120, -1.0590, -5.6798)
C (0.6355, 0.0896, -4.9680)
O (-0.4090, 0.2960, -4.2507)
O (1.6492, 1.0395, -5.1738)
C (1.6568, 2.2909, -4.5241)
H (1.8928, -3.3708, -6.3176)
H (0.6640, -2.9569, -7.3951)
H (0.2988, -4.2031, -6.2088)
H (0.4232, -2.7026, -4.4036)
H (-0.8737, -2.2344, -5.4313)
H (1.0701, 2.3440, -3.6070)
H (1.2133, 2.9837, -5.2392)
H (2.6626, 2.4944, -4.1566)
C (-6.0445, -3.1498, -0.2669)
C (-5.6875, -3.5788, 1.1453)
O (-4.3006, -3.5387, 1.2464)
C (-3.6175, -2.5387, 1.8246)
O (-4.1122, -1.5048, 2.2335)
O (-2.2846, -2.7872, 1.8689)
C (-1.3381, -1.7382, 2.2846)
H (-5.5134, -2.2555, -0.5928)
H (-7.1245, -3.0034, -0.2756)
H (-5.9171, -3.8761, -1.0696)
H (-6.1347, -4.5542, 1.3366)
H (-6.1502, -2.9108, 1.8718)
H (-1.4427, -0.8881, 1.6104)
H (-0.3156, -2.0312, 2.0465)
H (-1.6061, -1.3455, 3.2655)

---

Among the records above, which one has the lowest max |F|?
C15H25INO3P2S2Sm

---

Which of these has the highest net charge?
C15H25INO3P2S2Sm